Entry from the OMol25 dataset: a 5-piece molecular cluster, C31H52ClN5O6 overall in a non-equilibrium geometry (ωB97M-V with the def2-TZVPD basis set).

Computed properties:
SMILES string: CCCCNc1nc2c(C[C@@H](O)CN)c(Cl)c(C[C@@H]3CO3)c(N)c2nc1C.CC(C)=O.CC(C)=O.CC(C)=O.CC(C)=O
HOMO energy, eV: -7.87
Calculated total energy, eV: -65243.792
Molar mass, Da: 626.24

ORCA input file:
```
! RIJCOSX wB97M-V def2-TZVPD def2/J DEFGRID3
* xyz 0 1
H 7.97850 -4.93518 1.82885
H -6.24191 2.30441 -0.04003
C 5.68943 -2.91291 4.16770
H -7.29073 3.41381 -6.03719
H -1.63487 1.43647 -5.18992
H -4.12576 -1.05751 -1.90548
H 6.65413 -3.32974 3.89286
C 4.90914 -0.02309 -4.36815
H 2.12980 0.44218 -2.31606
H -4.57609 0.52843 -3.43336
C 10.87889 -3.00076 1.97238
H -2.65800 3.41065 -3.40181
N -1.82465 -3.03237 -1.31167
H 2.96454 -3.32472 4.86716
C -0.25104 -1.21974 -0.42694
C 0.76104 1.69704 6.26810
N -3.06670 -0.58786 0.17218
H -5.36395 1.54288 -2.27929
H 5.64162 -1.88130 3.81692
H -5.50744 6.63838 -5.04730
H 11.45678 -3.60330 2.67468
C 9.05478 -4.80392 1.73350
H 3.77269 0.09086 -1.76359
H -3.91280 5.92125 -5.34962
H 2.48491 -3.96046 3.28184
C 3.18218 0.56206 -2.55080
H -6.99425 1.21920 1.08464
C -4.94261 5.96730 -5.69609
C 3.17221 -3.29227 3.79640
H -0.81903 -0.32207 -0.63151
C 3.48021 -0.08793 -3.87926
H -0.59021 -1.79178 -2.48214
C -6.32985 1.25371 0.22575
H -2.41275 1.04165 -1.92396
H -0.86453 2.44213 4.81944
H -1.64018 -4.01875 -1.24750
H 0.44690 -1.82565 1.46934
N -4.64562 -0.28943 -1.50602
H -7.62903 5.06368 -5.47931
C -2.80881 2.35428 -3.59353
H 9.55875 -5.48017 2.42589
C -0.51776 -1.72267 0.99656
C -1.04036 -0.60058 3.19151
N -4.65263 0.96316 1.91269
H 3.02182 -2.27662 3.42925
H -0.69714 -0.32266 5.88721
H 0.22656 -3.00192 -1.52824
H -3.33187 2.45934 -1.49643
C -4.19802 -0.06773 -0.19955
C -5.01048 0.70740 0.68938
H 4.98690 -0.52589 -5.32952
H 5.21735 1.01702 -4.48405
C -1.41146 0.39280 5.51835
H 1.57802 -1.77950 -0.58851
H -0.93892 -2.72823 0.96744
C -4.51613 0.87299 -2.40561
H -4.95840 6.35664 -6.71505
C -0.72592 1.74428 5.63741
H -4.34642 2.14412 3.89694
C -1.83258 0.15526 4.10128
Cl 0.46856 -1.20073 3.83515
H 9.35473 -5.04735 0.71305
H -0.71340 2.50320 -4.13268
H -6.74672 0.67544 -0.58757
O 4.83885 -4.68953 2.83744
H 11.25353 -3.17051 0.96191
N -3.86647 1.45019 4.45707
H 10.99889 -1.94957 2.22382
C -0.58664 -2.27349 -1.50738
O 1.13778 -0.92482 -0.60976
C -3.02126 0.67664 3.62956
C 4.59289 -3.72909 3.53084
H -1.15703 0.90816 -3.57761
C 9.41745 -3.37334 2.05175
H 1.08430 2.36116 5.40238
C -2.65622 -0.33940 1.44882
H -3.61458 2.21519 -4.29889
C -1.41141 -0.87297 1.87968
C -3.45258 0.43391 2.29728
O 2.61914 -0.63725 -4.52588
H 3.42121 1.62654 -2.59627
H 1.33141 2.30429 6.97305
C -5.54661 4.58469 -5.66127
O 8.57338 -2.56449 2.35653
H -2.51015 -2.85234 -2.02364
H 5.57107 -0.51534 -3.65405
C -3.22562 1.68449 -2.25418
H -7.07975 4.78170 -7.14688
O -4.90872 3.62732 -5.28951
H 5.58559 -2.93158 5.25430
C -1.50179 1.75686 -4.16234
H -3.33613 1.97138 5.14149
C -6.98154 4.45374 -6.11106
O -0.60979 2.27329 6.83132
H -2.26063 0.44698 6.19540
*
```